Entry 1:
62
Properties=species:S:1:pos:R:3:lowdin_charge:R:1 method="wB97M-V/def2-TZVPD" e_lumo_ev="-3.178 / -3.158" energy_ev=-49157.650 mol_weight_g_mol=529.00 total_charge=+1 homo_lumo_gap_ev="7.66 / 7.69"
S 2.497 -0.878 -0.746 0.93
H -3.028 -2.641 -3.563 0.09
Pd 0.064 0.132 -0.412 0.91
C 3.248 -1.186 -2.372 -0.31
C 0.629 4.482 5.007 -0.07
H 1.011 2.924 6.433 0.11
C -0.239 0.355 -3.420 -0.12
H -0.095 3.967 1.731 0.11
O 2.204 0.635 -0.672 -0.56
H -2.579 -0.340 -1.800 0.10
H 4.878 -2.843 -0.932 0.12
C 0.313 4.780 3.689 -0.07
C -3.482 -2.155 -1.508 -0.64
O -0.592 1.628 1.162 -0.17
C 4.760 -1.095 -2.193 -0.22
C -1.086 2.978 -6.020 -0.03
H 0.180 5.809 3.381 0.11
H -0.468 3.872 -6.115 0.09
C -0.715 2.320 -2.314 -0.09
C 0.158 3.762 2.760 -0.01
H 0.749 5.280 5.729 0.11
H -2.128 3.299 -6.076 0.10
H 6.071 -1.616 -0.522 0.12
N -2.293 -1.260 -1.478 -0.06
H 5.286 -1.581 -3.013 0.12
C 5.044 -1.767 -0.852 -0.22
H -0.331 0.369 -5.552 0.12
H -0.799 2.823 -1.359 0.12
O 0.661 -0.587 1.441 -0.29
H -4.427 -1.571 0.376 0.08
C 0.331 2.454 3.171 -0.17
N 0.178 1.405 2.178 -0.24
H 4.351 -0.145 0.453 0.11
H -2.176 -3.881 -1.483 0.09
C 0.783 3.160 5.402 -0.07
H 3.855 -1.761 1.016 0.10
H -1.238 4.019 -3.489 0.13
H -2.917 -3.527 0.096 0.08
H -5.543 -2.187 -0.834 0.09
H 2.934 -2.189 -2.669 0.10
H -2.417 -0.658 0.477 0.11
N -1.737 -1.060 -0.165 -0.01
C -3.082 -3.529 -0.984 -0.04
H -1.460 -1.972 0.180 0.09
H 0.016 -0.692 -3.339 0.11
C -4.645 -1.583 -0.696 -0.04
H -0.883 2.323 -6.864 0.08
H 2.821 -0.448 -3.052 0.09
H 5.070 -0.049 -2.165 0.12
N 0.812 0.333 2.363 0.01
C 0.632 2.133 4.484 -0.02
H -4.118 -1.256 -3.376 0.09
H -4.876 -0.563 -1.015 0.09
H -4.725 -2.894 -3.114 0.09
C -0.824 2.291 -4.710 -0.24
C 4.061 -1.151 0.139 -0.29
N -0.366 1.029 -2.272 -0.07
C -3.861 -2.243 -2.980 -0.04
H 0.740 1.098 4.777 0.11
C -0.953 2.974 -3.503 0.00
H -3.880 -4.246 -1.181 0.09
C -0.451 0.951 -4.647 0.00

---

Entry 2:
60
Properties=species:S:1:pos:R:3:lowdin_charge:R:1 method="wB97M-V/def2-TZVPD" e_lumo_ev=0.423 energy_ev=-44967.552 mol_weight_g_mol=400.95 total_charge=0 e_above_lowest_kcal_mol=21.8 smiles="CN(CC1(O)CN(C(=O)C[C@@H]2C[C@@H](O)C2(C)C)C1)C(=O)C1(Cl)CCCCC1" homo_lumo_gap_ev=9.49
C -2.722 1.629 -0.199 -0.20
C -0.867 -1.674 1.358 -0.05
H -0.690 -2.082 2.352 0.13
H 2.531 3.538 -2.892 0.10
H 3.522 -1.480 -1.666 0.13
H 4.787 0.773 -1.508 0.10
H -0.545 3.956 2.092 0.11
C -0.051 -2.367 0.248 -0.23
O 1.603 3.604 0.841 0.10
C -1.167 -4.649 0.755 -0.04
H 1.755 -1.204 -1.839 0.11
C 3.016 0.494 0.310 0.00
O -2.831 -1.356 -0.079 -0.03
H -2.586 0.728 1.752 0.10
C -2.140 -2.275 0.744 -0.30
H -1.624 -2.643 -2.024 0.08
C 1.312 -2.931 0.652 -0.06
C -1.251 -3.322 0.012 -0.46
C -0.913 3.025 1.663 -0.19
H -0.962 -4.512 1.819 0.09
H 2.188 4.700 -1.608 0.09
H 4.028 0.565 0.714 0.13
H 1.206 -3.592 1.513 0.12
C -3.003 1.635 1.300 -0.20
H -1.063 1.770 -1.564 0.12
O 2.809 -1.859 2.175 0.08
H 2.336 1.111 0.895 0.12
H -0.822 -0.584 1.382 0.09
H -2.848 -2.707 1.463 0.15
H 3.468 3.510 -1.391 0.08
H -2.109 -5.194 0.676 0.09
H -3.580 -1.813 -0.475 0.11
H 1.746 -3.550 -0.141 0.13
H -0.358 2.225 2.163 0.13
N 2.559 -0.893 0.151 -0.02
C -1.573 -3.575 -1.459 -0.03
H -0.804 -4.198 -1.922 0.09
C 2.286 -1.847 1.072 -0.45
H -0.747 0.851 -0.089 0.10
H 0.087 -1.717 -0.619 0.12
H -2.938 3.762 1.631 0.10
C 2.872 0.629 -1.225 -0.43
O 3.993 1.137 -1.914 0.01
H 0.763 0.789 -1.300 0.10
H -4.079 1.597 1.479 0.11
C 2.666 -0.901 -1.315 -0.03
C -1.226 1.753 -0.485 -0.20
C 1.610 1.366 -1.663 -0.10
C -2.403 2.870 1.969 -0.20
H -2.533 -4.086 -1.574 0.09
Cl -1.279 4.460 -0.605 0.74
H 1.558 1.321 -2.756 0.15
H -3.102 0.709 -0.644 0.09
H -0.377 -5.281 0.345 0.09
H -2.549 2.820 3.049 0.11
C 0.934 3.103 -0.037 -0.48
C 2.475 3.670 -1.812 -0.04
C -0.590 2.988 0.166 -0.67
N 1.485 2.753 -1.257 -0.09
H -3.262 2.450 -0.679 0.10

---

Entry 3:
62
Properties=species:S:1:pos:R:3:lowdin_charge:R:1 method="wB97M-V/def2-TZVPD" e_lumo_ev=0.295 energy_ev=-58921.553 mol_weight_g_mol=456.07 total_charge=0 e_above_lowest_kcal_mol=9.1 homo_lumo_gap_ev=8.42
C 3.166 1.300 2.525 -0.17
C 0.090 -4.559 -4.692 -0.08
H 2.773 -0.227 -1.646 0.02
H -1.468 3.560 -0.398 0.02
H 2.360 3.957 -1.478 0.02
C 0.591 0.922 0.650 -0.50
H 1.490 -0.955 4.155 0.03
H -1.655 -1.213 -3.928 0.11
H 3.742 0.886 -0.695 0.01
C 2.963 0.823 -1.446 -0.18
H 0.773 1.782 -3.327 0.03
H -4.412 -2.016 3.581 0.11
H 3.807 1.613 1.708 0.01
Si 1.373 1.722 -0.875 0.44
H 0.073 -1.207 3.163 0.02
H 0.574 -5.500 -4.906 0.10
O -1.225 -1.235 -1.600 -0.14
N -0.589 -2.345 -1.822 -0.22
C -0.502 -2.834 -3.142 -0.16
C -1.175 -2.153 -4.150 0.00
C -2.071 0.673 2.190 -0.29
Si -0.829 1.897 1.368 0.48
H 0.319 3.908 2.277 0.02
H 3.354 1.268 -2.356 0.03
C -2.880 0.974 3.281 -0.05
H 0.740 -4.512 -2.649 0.11
C 2.678 -1.396 1.204 -0.17
N -0.120 -3.060 -0.893 0.01
H -2.827 1.955 3.728 0.10
H -1.813 -2.204 -6.189 0.11
C 0.176 -4.019 -3.423 -0.01
H -4.377 0.243 4.640 0.11
N -2.142 -0.529 1.629 -0.01
H 3.795 0.797 3.253 0.02
C -0.645 -3.920 -5.679 -0.09
H -2.316 2.045 -0.658 0.03
C 0.212 1.683 -2.402 -0.17
H 2.534 3.662 0.241 0.02
C 1.859 3.555 -0.602 -0.18
C -2.947 -1.461 2.115 -0.10
C -3.742 0.021 3.794 -0.05
H -0.335 0.746 -2.443 0.00
H -0.515 2.486 -2.377 0.01
C -0.406 3.214 2.687 -0.16
C -3.770 -1.235 3.204 -0.04
Si 1.773 0.143 1.903 0.43
C -1.251 -2.704 -5.415 -0.07
H 0.325 0.332 3.969 0.02
Mg -0.680 -0.705 0.197 0.52
H -2.919 -2.422 1.615 0.12
H 2.774 2.195 2.993 0.02
H 0.990 4.175 -0.408 0.01
H 3.550 -1.110 0.629 0.01
C 0.824 -0.476 3.445 -0.16
H 2.038 -1.997 0.564 0.00
H -1.270 3.793 2.998 0.02
O -0.297 -2.601 0.286 -0.17
C -1.983 2.748 0.101 -0.16
H -0.749 -4.378 -6.649 0.10
H 3.024 -2.040 2.007 0.03
H 0.038 2.768 3.570 0.02
H -2.866 3.168 0.577 0.03

---

Entry 4:
58
Properties=species:S:1:pos:R:3:lowdin_charge:R:1 method="wB97M-V/def2-TZVPD" s2=2.078 e_lumo_ev="5.196 / 5.183" spin_multiplicity=3 energy_ev=-54036.773 mol_weight_g_mol=384.44 total_charge=-2 e_above_lowest_kcal_mol=19.3 homo_lumo_gap_ev="4.54 / 5.24"
O -2.133 2.094 0.139 -0.14
H -0.841 0.976 2.872 0.01
C -4.127 -0.307 0.560 -0.31
H 0.260 -0.043 4.847 0.07
H 0.207 -1.813 4.863 0.06
C 2.960 2.660 -0.896 -0.18
H 1.982 -0.985 1.675 0.06
O -4.194 2.932 0.211 -0.04
H 2.578 -0.498 -3.348 0.07
H 1.093 -1.444 -3.543 0.06
H 4.668 0.635 -0.556 0.07
C -0.407 -2.172 2.209 -0.10
H 2.791 3.807 1.657 0.07
C 2.826 3.861 -2.995 -0.16
C 1.955 2.878 -3.462 -0.11
H 3.145 4.684 -3.629 0.06
H 2.212 -0.194 3.236 0.07
C 4.151 0.897 0.368 -0.09
H -2.921 0.624 2.068 0.07
H 2.114 -1.967 3.159 0.06
H -1.262 1.431 -3.101 0.08
C 1.497 1.858 -2.668 -0.17
H 2.055 2.178 1.655 0.03
H 1.650 2.904 -4.508 0.09
H 4.186 4.318 -1.400 0.09
H -4.620 1.202 2.040 0.10
H -4.989 -0.056 -0.072 0.10
C 1.541 -0.593 -3.029 -0.08
H -0.649 0.470 -1.738 0.02
H -1.491 -2.176 2.325 0.06
C 3.378 3.665 -1.732 -0.11
C 3.758 2.376 0.357 -0.39
C -0.167 -0.917 4.354 -0.10
C 1.816 1.822 -1.242 -0.33
H 1.524 -0.772 -1.956 0.06
C -0.673 0.555 -2.833 -0.08
C -0.269 0.336 2.149 -0.27
H 3.593 2.480 2.523 0.06
H 4.682 2.981 0.320 0.11
H -1.145 -0.332 -3.262 0.07
V -0.233 1.250 0.539 0.73
N -3.056 -0.769 -0.311 0.00
C -3.763 0.902 1.428 -0.13
C 0.206 -0.914 2.859 -0.71
H -4.422 -1.151 1.204 0.09
C 0.769 0.699 -3.315 -0.39
H -0.008 -3.085 2.663 0.06
H 0.769 0.860 -4.408 0.12
C 3.002 2.736 1.638 -0.09
H 3.236 0.311 0.425 0.04
H -2.231 -0.971 0.270 0.03
H -1.250 -0.883 4.483 0.06
H -2.767 0.019 -0.892 0.04
C -3.327 2.094 0.515 -0.69
C 1.735 -1.033 2.734 -0.09
H 4.794 0.654 1.216 0.06
H -0.169 -2.164 1.146 0.07
N 1.194 1.072 -0.387 -0.13